Entry 1:
160
Properties=species:S:1:pos:R:3:lowdin_charge:R:1 method="wB97M-V/def2-TZVPD" gap_ev=10.39 e_tot_ev=-125730.5300 lumo_energy_ha=-0.0021 spin_multiplicity=1 molar_mass_g_mol=1233.1
O 2.06001 0.73117 3.69443 0.0649
H 0.30763 7.49653 0.10516 0.0778
H 0.50252 4.57156 3.33814 0.0706
H -3.31442 -3.48779 6.31541 0.1087
O 1.34242 -2.59564 -3.62780 0.0120
H 2.62795 0.37588 1.32420 0.1078
C 6.35986 3.46703 -3.63115 -0.5714
H -0.91017 1.13623 1.11821 0.0984
O 6.08890 -2.90844 -3.30083 0.1360
H 2.07738 1.60413 -2.59519 0.0787
C 1.58512 4.45655 3.34841 -0.0461
H 3.19273 4.37276 2.00137 0.1163
C -5.88307 4.70576 -1.69603 -0.0848
O -0.00217 1.57485 3.46720 0.1453
H -4.14246 -2.34773 0.88766 0.1163
H 1.79664 -0.53726 6.26824 0.1308
H 1.41757 7.57003 -1.25757 0.0839
H -1.74743 -1.73147 0.31739 0.0654
O 0.72071 2.19447 -0.42185 0.0994
O -3.22712 0.87181 3.01040 0.0333
H 3.44931 -2.12680 -2.09076 0.0691
C 4.32541 4.30583 -3.13989 -0.1293
H 4.04796 -1.06036 -6.54443 0.1265
H 2.00578 5.29379 3.90640 0.0817
H 5.23938 0.86528 -4.69299 0.1115
O 1.00597 0.25921 -6.92036 0.0596
C 3.04345 -1.93340 -0.03876 -0.4986
O -5.41315 -2.61600 4.85690 0.1517
C -0.76088 -3.44672 -3.73746 -0.0930
C 5.28937 4.61006 -2.00280 -0.1184
H 2.43670 -3.43208 -1.51240 0.0604
H -1.73575 -1.13796 1.93289 0.0706
C 5.58836 -2.05688 -3.99295 -0.6057
O 0.85490 -7.58047 -0.78373 0.1142
O 5.04771 3.38518 -3.91994 0.0434
H 0.60014 2.20063 -6.89559 0.1294
C -5.89517 -3.18092 1.54908 -0.1396
H -1.31061 1.64525 -7.91975 0.1270
C 1.32737 0.87256 -2.29990 0.0325
O 5.34510 -2.18317 -5.27759 0.0802
H 0.12152 1.37751 -5.34427 0.1082
H 2.53639 -7.26177 -3.19946 0.1001
O -4.66195 3.95324 -1.78422 0.0488
H 3.59375 0.11016 -4.57039 0.1179
C 0.54380 1.19581 -1.06060 -0.4960
H -1.89209 -3.44745 7.43063 0.1264
H -1.78312 3.30265 2.81001 0.1075
C 0.18539 1.30953 -6.42890 -0.1000
O -3.74896 2.12528 -0.75737 0.1536
H 4.21379 2.19215 1.14668 0.0742
O 2.98236 5.77831 -0.43048 0.0925
H 4.02927 5.19839 -3.69267 0.1348
C -6.49081 4.08205 -0.43015 -0.1097
H 0.03661 -2.08515 -2.15953 0.1267
O 3.38979 -0.65901 -0.24030 -0.0196
C 2.57369 -0.49614 4.23890 -0.0876
C -4.39255 -3.09505 1.63925 -0.1099
C -5.31366 -2.83025 3.68624 -0.5630
H -2.72783 1.07678 5.03017 0.1366
C 3.28789 -2.79967 -1.25441 0.0511
C 1.35805 7.54053 -0.17046 0.0365
H 1.04599 -5.42964 0.53101 0.1278
C -1.06191 -4.93496 0.14548 -0.0496
H 3.66456 1.81457 -0.47436 0.0674
H 5.26079 5.68289 -1.82517 0.1235
O 7.18140 2.80946 -4.19266 0.1588
C 4.90473 -0.97627 -5.88020 -0.0860
H 0.95957 -8.01667 -3.42050 0.0938
H 1.72303 3.73891 1.25107 0.0946
H -6.28018 4.71187 0.43605 0.1330
H -3.92459 -4.06664 1.48798 0.1301
O -1.05331 -0.34693 -7.50336 0.0554
O -5.77695 2.87402 -0.21122 0.0634
H -2.01647 1.08926 -6.33123 0.1279
H 5.29479 1.24669 0.12105 0.0886
C 0.02448 -2.26423 -3.23267 -0.1193
C 0.24764 -0.73026 -7.39459 -0.5761
O -1.82995 -2.40898 4.64394 0.1011
C -1.15785 0.32662 0.43330 -0.1850
H 3.48416 -0.30584 4.80230 0.1333
H 4.21713 -0.26191 1.69523 0.1287
H -1.54624 3.62985 -0.20390 0.1287
C 0.75010 0.71913 3.84695 -0.5631
H 1.27388 -1.95312 5.40583 0.1210
H 3.43904 3.80260 -2.75174 0.1183
O 2.53728 -2.28768 1.00748 0.0715
H -2.18586 0.53516 0.12986 0.0975
C -4.86266 1.22577 4.61613 -0.0864
H -5.50944 5.72493 -1.62971 0.1336
C -2.43620 -4.02024 6.67704 -0.2250
O 1.66479 5.77813 1.37980 -0.0041
H 0.84763 -3.96596 -0.13224 0.0890
C 2.13073 6.29534 0.25032 -0.5228
H -2.14117 -5.73865 7.96495 0.0739
C 1.46406 -7.12046 -3.06341 0.0365
H 2.69622 -1.29292 3.50647 0.1176
H -3.72780 -4.90277 8.12188 0.0809
H -6.52274 4.56749 -2.56704 0.1264
H -1.21496 -4.72799 1.20150 0.0504
H -0.18464 -1.53429 1.14260 0.0640
C -1.34245 4.02533 0.79004 -0.1249
C 4.24918 1.43353 0.36167 -0.0436
H -5.02776 0.37257 5.27457 0.1294
O 0.38600 -0.24591 4.71926 0.0559
C -2.65395 5.74348 1.41599 -0.5758
H 1.27275 -6.30833 -3.76671 0.0718
C -1.30981 -3.49486 4.66623 -0.5389
H -0.16626 -3.19263 2.96009 0.0727
O -4.56425 0.15217 1.40203 0.1520
H -1.63448 -4.20424 -0.43229 0.0575
H -1.57182 -5.86357 -0.12126 0.0820
C 4.66692 -0.05887 -4.66136 -0.0826
O -1.49544 5.42906 0.81955 0.0666
O -4.22458 -2.56492 2.95740 0.0537
H -6.34962 -2.31504 1.06025 0.1330
O -0.35644 0.22720 -0.75030 -0.0089
H 1.87572 8.41779 0.21485 0.0884
O 0.09856 -3.99636 -4.74860 0.0722
C 0.42539 -4.96791 -0.24031 -0.2169
O -3.15787 4.65775 2.02994 0.0719
C -1.21357 0.98830 -7.05558 -0.1038
H -0.32376 3.76906 1.06707 0.0925
H -5.36889 2.09602 5.03234 0.1321
C 2.11468 4.51279 1.90972 -0.1981
O 0.62594 -1.81644 -7.69799 0.1776
H -3.12224 2.53632 4.17498 0.1149
C 0.97941 -6.79574 -1.68608 -0.5212
C -0.22322 -3.97109 3.71669 0.0296
H 1.94181 3.54357 3.82146 0.0663
C -4.61796 2.91889 -0.91037 -0.5512
H -7.56004 3.91072 -0.52141 0.1302
C 1.50703 -0.89757 5.27691 -0.1034
C -2.94898 -5.22895 7.43624 -0.0721
C -1.17360 -1.09747 0.99656 -0.0362
H 4.03108 -3.58243 -1.10742 0.1099
H 5.09303 4.05462 -1.08781 0.1184
O 0.77213 -5.47271 -1.52656 -0.0314
H 5.73915 -0.62270 -6.48892 0.1303
C 1.33060 -3.50378 -4.64955 -0.5759
H 0.72762 -4.09174 4.23644 0.0874
O -1.54573 -4.39061 5.62680 -0.0003
C -2.27742 3.52537 1.86742 -0.1029
C 3.61220 0.17199 0.89753 -0.2165
O -3.07550 6.86374 1.44397 0.1442
H -1.71325 -3.14575 -4.16941 0.1339
C -4.45372 0.65648 2.47313 -0.5525
O 2.23305 -3.75099 -5.38146 0.1788
H -3.33727 -5.99395 6.76021 0.0782
O 5.24425 -0.82839 -3.60520 0.0545
H -0.95478 -4.18752 -2.96259 0.1125
H 0.63614 0.75951 -3.13468 0.0682
H -0.21216 -1.37111 -3.81818 0.1231
O -5.44482 1.00155 3.33012 0.0720
H 1.93299 -0.01882 -2.13008 0.0771
C -3.39489 1.48216 4.26991 -0.1173
H -6.26874 -4.03654 0.98273 0.1334
H -0.47598 -4.98436 3.40552 0.0867
O -6.29841 -3.30724 2.88987 0.0753
H -2.74635 2.65361 1.41053 0.1036
O 6.54601 4.34729 -2.62850 0.0723

***

Entry 2:
97
Properties=species:S:1:pos:R:3:lowdin_charge:R:1 method="wB97M-V/def2-TZVPD" gap_ev=8.13 e_tot_ev=-70418.2978 lumo_energy_ha=-0.0448 smiles="C#CC1=C(CCCCS(=O)(=O)O)C(=O)c2cc(C[C@@H](C)I)cc(CCCCCCCCCCCC)c2C1=O.COCCOC" spin_multiplicity=1 molar_mass_g_mol=744.8
C -1.79999 -4.60691 0.17931 -0.0078
H 3.13479 -2.33944 -3.80444 0.1020
H -5.31981 6.33096 5.84456 0.1263
H 4.98393 -1.59785 -1.55994 0.1031
C -3.57743 -6.25338 -2.01251 -0.1456
C -4.38648 -5.05148 0.12581 -0.2203
C -2.24748 -2.21325 1.55093 -0.0566
C -4.15518 -6.43696 -0.54582 -0.7699
H -1.02943 4.09492 2.08847 0.1221
H 4.06930 -4.74427 -2.41492 0.0994
H -0.03550 2.62170 2.18850 0.0913
S 0.21297 3.94313 -0.49084 0.6143
H 6.83616 -0.81295 -2.58168 0.1090
C -0.88557 -2.62071 1.28317 -0.0247
H -6.24601 4.31400 6.74965 0.0825
O -0.37407 5.24872 -0.63335 -0.3012
C 0.76709 -4.29052 0.22982 -0.1203
H 0.51419 -2.73519 -1.25840 0.1139
H -5.94085 2.66381 3.17954 0.0880
H -6.24474 7.15111 4.57912 0.1252
H -2.53313 -6.59911 -2.06319 0.0504
O 0.56110 3.37746 -1.98424 -0.1754
I -3.05283 -7.85050 0.65157 0.8237
C -3.12313 -4.24517 0.47047 -0.1880
H -5.85425 2.16412 4.88166 0.0900
C 1.81544 0.85043 3.82892 0.1520
C -6.02888 6.17543 5.02532 -0.2027
H 5.77950 3.46642 -5.65374 0.0990
C -1.00770 3.01374 1.83577 -0.1957
C -6.03890 3.00647 4.21506 -0.1080
H 5.41301 -0.40003 -5.31572 0.1116
H 7.22050 2.99693 -7.55164 0.0683
H -5.06815 -4.45934 -0.52011 0.1286
H -1.58114 -5.53360 -0.36474 0.0617
H 1.40623 3.79940 -2.22172 0.0924
H -8.00996 4.36546 6.89792 0.0892
H 3.97955 -3.49292 -1.13672 0.0987
C -1.43199 -0.03921 2.80786 -0.0893
C -1.85592 1.23308 3.55510 -0.1020
H -2.03171 3.02194 -0.10893 0.1148
C -7.11713 4.97182 6.74673 -0.1111
H -2.81158 1.80499 1.62678 0.1080
H -4.35211 -2.68390 1.37686 0.1293
H -6.12281 5.16056 3.11612 0.1268
H 0.80530 -5.35701 -0.05860 0.1106
C 3.58684 -3.78553 -2.12812 -0.1950
C 0.21294 -1.71328 1.79880 -0.2446
H 4.84703 1.75578 -4.54590 0.1047
C -3.32527 -3.00428 1.15474 0.0314
H 4.67871 -3.22053 -3.92342 0.0989
H 7.08423 -0.02246 -4.89119 0.0936
H 2.13181 -2.64508 -0.47494 0.0955
H -3.70651 -5.18337 -2.26656 0.0789
H 7.34557 4.18896 -5.25542 0.1002
C 3.98597 -2.72446 -3.20906 -0.1910
H 7.16546 1.45533 -6.67651 0.0577
C 0.93688 0.37754 3.14793 -0.0714
H -4.51712 5.74158 3.57828 0.1241
H 6.74200 3.09965 -3.22530 0.1012
H -7.05617 3.36523 4.38438 0.0841
H -7.03534 5.68976 7.56941 0.0883
H 8.60813 2.52096 -6.49086 0.0723
C -2.24819 2.28462 2.45878 -0.1587
H 1.34681 -4.19452 1.17371 0.1155
H -2.92702 3.06695 2.85505 0.1065
C -1.00793 2.84426 0.27971 -0.2191
C 6.85953 2.37692 -4.06254 -0.2220
H -4.24122 -6.80557 -2.71048 0.0760
C 6.82596 3.21109 -5.37477 -0.2667
H -1.10200 1.60647 4.26527 0.1204
C 6.05770 -0.09364 -4.46057 -0.2209
H 1.81610 -5.17383 -2.11051 0.0982
H -2.80920 0.97264 4.06519 0.1176
O 1.39813 -1.91858 1.67495 0.1013
H -0.72173 1.81265 -0.02320 0.1108
C -5.43230 5.27594 3.95709 -0.2032
C 2.03310 -4.09048 -2.08629 -0.1786
O -7.26021 5.66313 5.51595 -0.1918
O 1.44386 3.96833 0.25866 -0.2966
C -0.16993 -0.44077 2.59029 -0.0730
H 6.59646 -2.08914 -3.79495 0.1059
H 5.41255 1.28614 -2.87225 0.1001
H -5.16353 -6.87615 -0.69010 0.0664
C 6.12250 -1.18474 -3.35243 -0.2176
O -3.73794 -0.57394 2.37442 0.0977
C -0.67005 -3.82578 0.56682 -0.1230
H 1.61875 -3.61505 -3.00197 0.0934
H 4.13217 -0.56753 -2.74918 0.0998
C 1.36397 -3.33769 -0.86765 -0.1719
H 7.85366 1.90180 -3.93490 0.1104
H 2.57904 1.18243 4.52047 0.0492
O -5.06582 4.00602 4.48385 -0.2075
C 5.68496 1.33824 -3.94575 -0.1997
C 4.76082 -1.47773 -2.64224 -0.1988
H -4.92077 -5.22693 1.08696 0.1183
C 7.50469 2.50816 -6.59547 -0.1187
C -2.57701 -0.90347 2.27632 -0.2619